1.
The following is a DFT calculation (ωB97M-V/def2-TZVPD) of 14 unconnected molecules or ions with the total composition C19H66O19 at a distorted geometry.

Energy ... -2192.70755 hartree
Total charge ... 0
Orbital gap ... 10.0 eV
HOMO ... -9.7324 eV

Last column: Löwdin charge in e.
Cartesian coordinates (Å):
C: -2.42 -1.45 3.91  -0.269
C: -1.59 -2.71 4.13  -0.198
O: -0.21 -2.39 3.84  -0.088
O: -2.19 -0.55 4.94  -0.056
H: -3.44 -1.84 4.00  0.116
H: -2.26 -0.89 2.99  0.128
H: -1.79 -3.47 3.38  0.115
H: -1.71 -3.13 5.13  0.124
H: -0.18 -2.32 2.88  0.069
H: -2.54 -1.02 5.71  0.090
C: -4.11 -3.24 -1.60  -0.226
C: -4.93 -2.94 -0.30  -0.241
O: -4.84 -1.59 0.09  -0.072
O: -4.63 -2.68 -2.79  -0.072
H: -4.05 -4.30 -1.82  0.114
H: -3.13 -2.77 -1.47  0.113
H: -4.58 -3.52 0.56  0.108
H: -5.98 -3.24 -0.37  0.112
H: -5.27 -1.01 -0.55  0.059
H: -4.34 -1.77 -2.80  0.064
C: 2.30 0.93 5.58  -0.300
C: 1.51 1.99 4.95  -0.256
O: 0.82 1.47 3.80  -0.061
O: 1.63 -0.17 6.10  -0.027
H: 2.86 1.44 6.36  0.127
H: 3.03 0.63 4.82  0.122
H: 2.24 2.76 4.73  0.124
H: 0.79 2.40 5.66  0.124
H: 0.17 0.86 4.15  0.058
H: 1.10 -0.55 5.41  0.061
C: -4.34 1.99 -2.82  -0.178
C: -5.91 2.01 -2.58  -0.231
O: -6.32 0.73 -2.16  -0.060
O: -3.94 0.99 -3.82  -0.089
H: -3.84 1.80 -1.87  0.108
H: -3.89 2.93 -3.13  0.104
H: -6.41 2.28 -3.51  0.112
H: -6.08 2.80 -1.84  0.107
H: -7.25 0.62 -2.39  0.092
H: -4.05 1.30 -4.72  0.075
C: 0.42 6.36 -3.79  -0.238
C: -0.47 5.25 -3.19  -0.241
O: 0.26 4.34 -2.39  -0.067
O: 0.64 7.34 -2.80  -0.070
H: -0.15 6.78 -4.62  0.113
H: 1.39 6.02 -4.17  0.120
H: -0.88 4.68 -4.03  0.109
H: -1.33 5.66 -2.66  0.120
H: 0.27 4.67 -1.48  0.072
H: 1.45 7.18 -2.31  0.085
C: -3.81 2.79 2.37  -0.151
O: -5.03 3.37 1.86  -0.122
H: -3.08 3.53 2.70  0.073
H: -4.06 2.10 3.18  0.075
H: -3.27 2.13 1.69  0.063
H: -4.79 4.07 1.26  0.064
C: 0.63 -3.08 -5.81  -0.197
O: 1.73 -2.40 -5.30  -0.105
H: -0.32 -2.91 -5.32  0.070
H: 0.31 -2.69 -6.78  0.071
H: 0.75 -4.16 -5.92  0.081
H: 1.58 -1.45 -5.25  0.077
C: 0.65 -0.49 -0.37  -0.172
O: 0.99 -1.75 0.14  -0.115
H: 1.23 0.39 -0.08  0.075
H: 0.56 -0.55 -1.45  0.077
H: -0.39 -0.35 -0.07  0.074
H: 1.83 -1.97 -0.27  0.059
C: 1.36 -6.43 -1.48  -0.176
O: 2.34 -7.33 -1.06  -0.123
H: 0.91 -7.00 -2.29  0.077
H: 0.63 -6.24 -0.69  0.078
H: 1.76 -5.52 -1.92  0.074
H: 1.95 -8.15 -1.35  0.069
C: 3.42 2.05 -4.00  -0.187
O: 2.12 1.71 -4.35  -0.114
H: 3.81 2.90 -4.55  0.074
H: 3.43 2.34 -2.95  0.078
H: 4.11 1.21 -4.10  0.080
H: 1.59 2.35 -3.87  0.058
C: 5.34 0.98 1.73  -0.129
O: 4.38 2.08 1.61  -0.140
H: 5.75 0.75 0.75  0.068
H: 6.15 1.34 2.36  0.073
H: 4.95 0.06 2.17  0.070
H: 3.52 1.72 1.39  0.052
C: 5.00 -3.23 -1.16  -0.161
O: 4.30 -2.13 -1.70  -0.128
H: 4.39 -4.10 -0.92  0.072
H: 5.69 -3.46 -1.97  0.078
H: 5.58 -3.00 -0.27  0.080
H: 3.90 -2.41 -2.53  0.072
C: 3.55 -5.62 3.55  -0.163
O: 3.89 -4.27 3.25  -0.128
H: 3.02 -5.60 4.50  0.071
H: 2.78 -5.98 2.88  0.069
H: 4.41 -6.28 3.59  0.082
H: 3.12 -3.71 3.35  0.067
C: 0.94 5.98 2.00  -0.169
O: 0.66 4.72 1.44  -0.118
H: 0.38 6.35 2.87  0.073
H: 1.83 5.82 2.60  0.071
H: 1.11 6.75 1.25  0.081
H: 0.53 4.10 2.16  0.065

---

2.
The following is a DFT calculation (ωB97M-V/def2-TZVPD) of 15 unconnected molecules or ions with the total composition C19H68N10O15 at a distorted geometry.

Energy ... -2440.70587 hartree
Total charge ... 0
Orbital gap ... 8.2 eV
HOMO ... -7.9001 eV

Last column: Löwdin charge in e.
Cartesian coordinates (Å):
C: -1.75 3.26 -2.87  -0.062
C: -1.85 3.41 -4.42  -0.242
O: -0.73 2.73 -5.03  -0.064
H: -2.62 3.76 -2.38  0.089
H: -0.83 3.75 -2.54  0.074
H: -1.87 2.20 -2.53  0.059
H: -1.82 4.46 -4.60  0.109
H: -2.75 2.91 -4.66  0.097
H: -0.38 3.28 -5.66  0.047
C: -1.28 -1.84 -3.70  -0.072
C: -1.52 -0.34 -3.88  -0.269
O: -0.31 0.30 -3.59  -0.096
H: -0.77 -2.27 -4.54  0.080
H: -2.20 -2.37 -3.54  0.077
H: -0.74 -1.98 -2.74  0.062
H: -2.16 -0.07 -3.12  0.072
H: -1.92 -0.02 -4.84  0.127
H: -0.47 1.23 -3.69  0.025
C: -0.66 0.97 -0.26  -0.068
C: -0.24 0.12 0.87  -0.270
O: -0.15 -1.22 0.42  -0.131
H: -1.10 1.87 0.04  0.054
H: -1.30 0.53 -1.00  0.054
H: 0.20 1.28 -0.82  0.047
H: -0.89 0.20 1.76  0.097
H: 0.73 0.37 1.17  0.092
H: 0.32 -1.72 1.09  0.045
C: 1.45 0.43 6.68  -0.095
C: 1.34 -0.42 5.47  -0.380
O: 1.93 0.14 4.34  -0.112
H: 0.93 1.37 6.54  0.061
H: 2.51 0.68 6.96  0.091
H: 1.05 -0.03 7.59  0.081
H: 0.25 -0.69 5.30  0.121
H: 1.85 -1.41 5.57  0.105
H: 1.63 -0.43 3.59  0.042
C: 2.44 -1.52 -2.52  -0.588
O: 3.79 -1.45 -2.55  -0.081
N: 1.71 -0.90 -1.62  0.205
N: 1.74 -2.14 -3.42  0.144
H: 2.26 -0.24 -1.07  0.056
H: 0.73 -1.08 -1.46  0.093
H: 2.42 -2.52 -4.12  0.185
H: 0.82 -1.81 -3.63  0.058
C: -3.38 -2.82 -1.01  -0.597
O: -4.72 -2.76 -1.30  -0.145
N: -2.66 -1.73 -0.68  0.182
N: -2.79 -3.98 -1.17  0.153
H: -3.22 -0.87 -0.74  0.063
H: -1.73 -1.64 -0.32  0.049
H: -3.39 -4.81 -1.19  0.128
H: -1.80 -4.09 -1.04  0.058
C: 2.63 -2.79 2.76  -0.596
O: 1.59 -1.89 2.53  -0.121
N: 3.59 -2.56 3.56  0.198
N: 2.68 -3.95 2.19  0.139
H: 3.66 -1.62 3.96  0.130
H: 4.27 -3.29 3.83  0.146
H: 2.10 -4.02 1.28  0.091
H: 2.77 -4.80 2.76  0.123
C: 3.73 0.46 0.54  -0.631
O: 3.71 0.72 1.92  -0.138
N: 3.00 1.13 -0.32  0.133
N: 4.51 -0.38 0.00  0.182
H: 2.56 1.87 0.27  0.087
H: 2.98 1.25 -1.35  0.088
H: 5.05 -0.98 0.66  0.146
H: 4.35 -0.65 -0.98  0.072
C: 0.82 -4.48 -1.27  -0.610
O: 1.57 -3.78 -0.35  -0.095
N: 0.76 -4.30 -2.55  0.156
N: 0.05 -5.46 -0.91  0.148
H: 1.23 -3.36 -2.91  0.037
H: -0.06 -4.54 -3.07  0.098
H: 0.09 -5.79 0.04  0.123
H: -0.54 -5.98 -1.53  0.120
C: -1.92 -1.94 3.03  -0.164
O: -1.88 -0.77 3.77  -0.110
H: -2.60 -2.68 3.49  0.093
H: -0.98 -2.43 2.98  0.061
H: -2.34 -1.69 2.01  0.065
H: -2.71 -0.72 4.19  0.065
C: -0.87 2.65 3.51  -0.152
O: 0.27 2.65 4.39  -0.111
H: -1.45 1.72 3.33  0.071
H: -0.53 2.86 2.58  0.000
H: -1.59 3.42 3.87  0.092
H: 0.62 1.74 4.48  0.045
C: -2.81 4.36 0.99  -0.163
O: -1.97 5.27 0.36  -0.071
H: -2.41 3.81 1.79  0.037
H: -3.16 3.61 0.32  0.053
H: -3.71 4.81 1.34  0.081
H: -1.69 5.86 1.01  0.054
C: 2.66 1.54 -4.35  -0.085
O: 2.38 1.53 -2.93  -0.149
H: 3.39 2.27 -4.53  0.071
H: 1.83 2.03 -4.88  0.072
H: 2.86 0.60 -4.77  0.065
H: 1.63 0.94 -2.75  0.033
C: -3.93 0.80 1.02  -0.134
O: -4.13 0.53 -0.33  -0.118
H: -3.55 -0.11 1.49  0.069
H: -4.87 1.01 1.49  0.093
H: -3.18 1.53 1.20  0.047
H: -4.38 1.31 -0.83  0.101
C: 1.22 3.79 0.10  -0.197
O: 1.62 3.08 1.19  -0.126
H: 0.34 4.31 0.39  0.049
H: 1.01 3.22 -0.89  0.093
H: 2.00 4.54 -0.22  0.099
H: 1.60 3.70 1.95  0.129

---

3.
The following is a DFT calculation (ωB97M-V/def2-TZVPD) of 15 unconnected molecules or ions with the total composition C19H68N20O15 at a distorted geometry.

Energy ... -2988.35558 hartree
Total charge ... 0
Orbital gap ... 8.1 eV
HOMO ... -8.4206 eV

Last column: Löwdin charge in e.
Cartesian coordinates (Å):
C: -15.28 -28.77 -1.94  -0.041
C: -16.60 -27.99 -1.65  -0.258
O: -16.34 -27.14 -0.57  -0.111
H: -14.54 -28.01 -2.06  0.061
H: -15.25 -29.48 -2.70  0.050
H: -15.01 -29.30 -1.05  0.064
H: -17.46 -28.56 -1.36  0.122
H: -16.61 -27.44 -2.55  0.054
H: -16.93 -26.37 -0.74  0.081
C: -13.10 -21.76 -4.50  -0.080
C: -12.73 -23.03 -3.78  -0.346
O: -11.36 -23.19 -3.55  -0.061
H: -12.69 -20.82 -4.09  0.073
H: -14.18 -21.71 -4.67  0.047
H: -12.60 -21.88 -5.52  0.095
H: -12.90 -23.89 -4.43  0.088
H: -13.29 -23.28 -2.90  0.075
H: -11.26 -24.01 -3.10  0.039
C: -16.46 -27.68 -6.55  -0.047
C: -16.06 -27.34 -5.02  -0.281
O: -14.80 -26.79 -5.19  -0.104
H: -16.33 -26.81 -7.22  0.053
H: -17.48 -28.01 -6.60  0.057
H: -15.85 -28.44 -7.00  0.062
H: -16.13 -28.34 -4.46  0.125
H: -16.87 -26.77 -4.61  0.064
H: -14.55 -26.43 -4.34  0.019
C: -17.98 -20.21 -4.21  -0.050
C: -18.38 -21.00 -3.00  -0.287
O: -18.26 -22.39 -3.27  -0.145
H: -18.36 -19.24 -4.39  0.072
H: -18.45 -20.70 -5.08  0.075
H: -16.91 -20.30 -4.37  0.064
H: -19.40 -20.83 -2.76  0.114
H: -17.75 -20.90 -2.10  0.083
H: -18.83 -22.80 -2.57  0.095
C: -14.73 -23.81 -6.83  -0.668
O: -13.47 -24.28 -6.84  -0.072
N: -15.73 -24.38 -6.20  0.130
N: -15.02 -22.75 -7.45  0.172
H: -15.54 -25.36 -5.91  0.087
H: -16.74 -24.07 -6.09  0.048
H: -14.11 -22.29 -7.66  0.147
H: -15.85 -22.16 -7.42  0.119
C: -14.34 -25.73 1.53  -0.606
O: -15.08 -24.78 0.97  -0.110
N: -13.57 -25.47 2.56  0.142
N: -14.40 -27.00 1.18  0.185
H: -13.53 -24.52 2.96  0.044
H: -13.20 -26.28 3.13  0.162
H: -15.11 -27.20 0.38  0.092
H: -13.49 -27.31 1.03  0.056
C: -11.53 -23.19 0.02  -0.586
O: -12.90 -23.57 -0.29  -0.165
N: -11.04 -22.06 -0.08  0.179
N: -10.66 -23.99 0.46  0.183
H: -11.65 -21.27 -0.33  0.129
H: -10.11 -21.75 0.27  0.160
H: -10.95 -24.98 0.62  0.064
H: -9.93 -23.71 1.15  0.159
C: -19.08 -25.41 -2.53  -0.603
O: -20.34 -25.93 -2.40  -0.108
N: -18.43 -25.30 -3.69  0.145
N: -18.45 -24.88 -1.52  0.131
H: -18.86 -25.59 -4.55  0.070
H: -17.51 -24.79 -3.78  0.063
H: -18.88 -24.98 -0.58  0.139
H: -17.47 -24.50 -1.47  0.046
C: -11.35 -26.90 -0.26  -0.605
O: -10.49 -27.85 -0.70  -0.106
N: -11.55 -26.60 1.05  0.062
N: -12.15 -26.16 -1.02  0.177
H: -11.02 -27.25 1.64  0.133
H: -12.26 -26.00 1.56  0.061
H: -12.24 -26.42 -2.03  0.060
H: -12.75 -25.39 -0.79  0.050
C: -13.91 -21.97 2.40  -0.509
O: -13.30 -23.01 3.12  -0.106
N: -14.68 -22.15 1.31  0.116
N: -13.94 -20.73 2.82  0.133
H: -14.36 -23.03 0.89  0.053
H: -14.89 -21.36 0.72  0.055
H: -13.48 -20.54 3.83  0.184
H: -13.69 -19.98 2.16  0.119
C: -15.54 -24.49 -2.60  -0.522
O: -14.64 -25.51 -2.82  -0.056
N: -16.04 -23.81 -3.59  0.143
N: -15.89 -23.98 -1.42  0.148
H: -15.81 -23.89 -4.59  0.060
H: -16.66 -22.93 -3.50  0.110
H: -15.41 -24.29 -0.61  0.037
H: -16.39 -23.09 -1.40  0.094
C: -11.32 -26.23 -4.76  -0.640
O: -12.09 -26.46 -3.66  -0.099
N: -10.03 -26.01 -4.57  0.162
N: -11.73 -26.26 -5.92  0.222
H: -9.70 -25.77 -3.64  0.116
H: -9.45 -25.63 -5.39  0.151
H: -12.70 -26.29 -6.00  0.064
H: -11.25 -25.87 -6.71  0.137
C: -18.73 -24.47 -6.92  -0.629
O: -19.51 -25.49 -6.53  -0.045
N: -18.25 -23.60 -6.12  0.117
N: -18.15 -24.38 -8.13  0.145
H: -18.67 -23.68 -5.17  0.125
H: -17.73 -22.71 -6.26  0.140
H: -18.45 -25.09 -8.84  0.141
H: -17.16 -24.10 -8.35  0.114
C: -18.22 -21.93 0.29  -0.651
O: -19.38 -22.30 -0.38  -0.110
N: -17.89 -20.69 0.39  0.108
N: -17.27 -22.74 0.57  0.172
H: -18.77 -20.21 0.13  0.141
H: -17.34 -20.27 1.26  0.197
H: -17.51 -23.74 0.41  0.114
H: -16.22 -22.55 0.82  0.101
C: -14.74 -20.66 -1.74  -0.129
O: -15.30 -20.18 -0.55  -0.156
H: -15.53 -21.30 -2.06  0.048
H: -13.72 -21.13 -1.56  0.101
H: -14.63 -19.95 -2.53  0.068
H: -16.26 -20.20 -0.68  0.034

---

4.
The following is a DFT calculation (ωB97M-V/def2-TZVPD) of 15 unconnected molecules or ions with the total composition C19H68N2O15 at a distorted geometry.

Energy ... -2002.47995 hartree
Total charge ... 0
Orbital gap ... 8.9 eV
HOMO ... -9.2271 eV

Last column: Löwdin charge in e.
Cartesian coordinates (Å):
C: -0.46 1.97 -3.31  -0.072
C: 0.16 3.15 -4.00  -0.335
O: 1.47 3.19 -3.62  -0.072
H: -0.13 0.92 -3.53  0.094
H: -1.52 1.98 -3.50  0.056
H: -0.22 1.97 -2.27  0.048
H: -0.30 4.15 -3.71  0.129
H: 0.13 3.05 -5.12  0.130
H: 1.86 4.04 -3.78  0.093
C: -0.46 3.75 1.78  -0.060
C: 0.27 4.69 0.82  -0.325
O: -0.45 5.91 0.82  -0.048
H: 0.09 2.85 1.78  0.038
H: -1.51 3.58 1.56  0.074
H: -0.41 4.15 2.80  0.080
H: 0.33 4.22 -0.17  0.079
H: 1.27 4.84 1.13  0.097
H: -0.09 6.45 0.16  0.050
C: 1.81 -2.50 -4.28  -0.037
C: 1.59 -1.62 -2.99  -0.261
O: 1.97 -2.46 -1.94  -0.104
H: 0.88 -3.06 -4.46  0.056
H: 2.57 -3.20 -4.03  0.061
H: 2.07 -2.00 -5.22  0.072
H: 0.61 -1.19 -2.85  0.085
H: 2.20 -0.73 -2.85  0.096
H: 2.72 -2.12 -1.46  0.041
C: 0.80 -2.34 4.20  -0.092
C: 0.20 -3.58 3.69  -0.330
O: 1.00 -4.31 2.77  -0.089
H: 0.79 -1.65 3.40  0.026
H: 1.78 -2.43 4.59  0.073
H: 0.26 -1.79 4.98  0.084
H: -0.66 -3.28 3.10  0.088
H: -0.21 -4.23 4.50  0.124
H: 1.01 -3.71 2.00  0.046
C: 3.32 -1.61 0.71  -0.603
O: 2.06 -1.68 1.18  -0.027
N: 4.29 -2.25 1.27  0.158
N: 3.72 -0.89 -0.31  0.166
H: 4.05 -2.93 2.00  0.162
H: 5.28 -2.21 0.99  0.155
H: 3.20 -0.10 -0.65  0.058
H: 4.71 -0.95 -0.77  0.191
C: 0.19 -5.28 -0.84  -0.119
O: 0.64 -4.03 -0.24  -0.184
H: 0.50 -6.19 -0.24  0.103
H: 0.78 -5.41 -1.69  0.043
H: -0.86 -5.19 -1.14  0.072
H: 1.08 -3.46 -0.97  0.048
C: -5.15 1.51 0.42  -0.173
O: -5.67 0.60 -0.50  -0.121
H: -4.10 1.48 0.49  0.042
H: -5.61 1.27 1.40  0.094
H: -5.58 2.44 0.06  0.085
H: -5.27 0.91 -1.30  -0.003
C: -0.36 0.07 0.28  -0.128
O: 0.18 0.22 1.60  -0.146
H: -0.21 -0.89 -0.18  0.047
H: 0.30 0.70 -0.36  0.065
H: -1.41 0.45 0.31  0.089
H: 1.05 -0.15 1.56  -0.002
C: -3.23 0.04 -2.54  -0.156
O: -4.00 1.21 -2.52  -0.118
H: -2.78 -0.24 -3.42  0.037
H: -3.76 -0.92 -2.30  0.113
H: -2.40 0.18 -1.82  0.072
H: -3.54 2.01 -2.28  0.024
C: 3.35 0.21 3.60  -0.149
O: 4.33 -0.82 3.50  -0.108
H: 3.32 0.68 4.61  0.088
H: 2.31 -0.05 3.33  0.057
H: 3.63 1.04 3.01  0.050
H: 4.29 -1.27 2.67  -0.032
C: -2.89 -2.04 1.22  -0.146
O: -3.71 -3.21 1.22  -0.111
H: -2.58 -1.94 2.27  0.082
H: -3.31 -1.19 0.78  0.053
H: -1.88 -2.12 0.77  0.051
H: -3.36 -3.84 1.89  0.090
C: -2.42 3.88 -1.08  -0.148
O: -3.12 3.75 -2.29  -0.113
H: -1.89 4.87 -1.05  0.100
H: -1.76 3.08 -0.69  0.078
H: -3.13 4.06 -0.36  0.050
H: -2.74 4.30 -2.99  0.099
C: -0.12 1.46 4.75  -0.110
O: 0.66 0.66 5.67  -0.120
H: -0.42 0.89 3.96  0.027
H: 0.38 2.32 4.32  0.061
H: -0.90 1.86 5.39  0.084
H: 1.05 1.31 6.23  0.049
C: 2.75 2.23 -0.40  -0.186
O: 2.46 1.40 -1.39  -0.159
H: 3.58 2.88 -0.70  0.098
H: 2.99 1.73 0.57  0.095
H: 1.79 2.80 -0.37  0.078
H: 2.62 1.83 -2.24  0.093
C: -1.37 -3.18 -2.87  -0.171
O: -1.50 -2.27 -1.85  -0.111
H: -0.44 -3.69 -2.88  0.044
H: -1.42 -2.58 -3.80  0.098
H: -2.17 -3.85 -2.97  0.073
H: -1.19 -2.57 -1.01  0.026

---

- What is the HOMO in the first record?
  -9.7324 eV

---

- The lowest energy belongs to which entry?
  C19H68N20O15